No. 1
Molecular formula: C9H17O2P
Method: DFT, ωB97M-V with the def2-TZVPD basis set

Last column: Mulliken charge in e.
CARTESIAN COORDINATES (ANGSTROEM)
P1 -1.389 1.323 0.687  0.746
O1 -2.208 2.336 1.297  -0.693
O2 -0.018 1.879 0.138  -0.222
C1 -3.567 -1.134 1.090  -0.667
C2 2.240 0.957 0.087  -0.307
C3 -2.811 -1.145 -0.222  -0.207
C4 4.512 -0.099 0.406  -1.312
C5 3.226 -0.066 -0.504  -0.481
C6 -2.304 -1.958 0.943  -0.760
C7 0.884 1.022 -0.587  -1.038
C8 -2.229 0.403 -2.012  -0.919
C9 -2.162 0.058 -0.702  0.570
H1 -1.587 -1.812 1.688  0.248
H2 2.871 1.943 -0.161  0.216
H3 2.131 0.671 1.142  0.241
H4 -4.451 -1.603 1.164  0.326
H5 -1.670 1.196 -2.297  0.338
H6 -3.503 -0.163 1.546  0.214
H7 -0.813 0.403 1.654  -0.054
H8 -2.886 -0.099 -2.744  0.249
H9 0.537 0.084 -0.689  0.639
H10 3.398 0.146 -1.528  0.393
H11 5.070 -0.823 -0.017  0.455
H12 -2.542 -2.959 0.983  0.346
H13 -3.422 -1.601 -1.009  0.349
H14 2.804 -1.155 -0.445  0.339
H15 0.797 1.536 -1.516  0.301
H16 4.939 0.889 0.253  0.311
H17 4.152 -0.230 1.355  0.382

Values from the calculation:
Energy relative to the best compared isomer or geometry (same formula, charge and spin) = 62.8 kJ/mol
Gap between HOMO and LUMO = 10.28 eV
Net charge = 0
E_HOMO = -9.5 eV
Spin multiplicity = 1
SMILES = C=C(C1CC1)[P@H](=O)OCCCC

No. 2
Molecular formula: C9H17P
Method: DFT, ωB97M-V with the def2-TZVPD basis set

Last column: Mulliken charge in e.
CARTESIAN COORDINATES (ANGSTROEM)
P1 0.365 -0.132 -1.182  0.035
C1 0.319 1.771 1.007  -1.495
C2 -3.954 -0.971 0.154  -1.226
C3 1.435 -1.119 0.119  0.695
C4 1.276 -2.612 0.195  -1.403
C5 0.487 1.591 -0.473  0.605
C6 -2.561 -0.981 -0.343  1.315
C7 -0.536 2.511 -1.169  -2.086
C8 -1.397 -0.679 -0.466  -1.222
C9 2.826 -0.632 0.046  -1.393
H1 -0.602 2.297 -2.153  0.632
H2 -4.250 -1.944 0.493  0.332
H3 1.591 -3.045 1.122  0.375
H4 -1.533 2.588 -0.754  0.337
H5 -4.571 -0.775 -0.685  0.330
H6 3.416 -1.091 -0.755  0.340
H7 -0.281 1.050 1.414  0.385
H8 1.050 -0.737 1.097  0.086
H9 1.807 -3.252 -0.527  0.325
H10 0.227 -2.840 0.001  0.333
H11 -0.179 2.769 1.194  0.405
H12 -0.067 3.426 -1.056  0.534
H13 2.953 0.552 0.100  0.262
H14 -3.901 -0.318 0.987  0.320
H15 3.336 -0.889 0.943  0.411
H16 1.231 1.707 1.504  0.333
H17 1.510 1.755 -0.814  0.435

Values from the calculation:
Energy relative to the best compared isomer or geometry (same formula, charge and spin) = 66.8 kJ/mol
Gap between HOMO and LUMO = 9.46 eV
Net charge = 0
E_HOMO = -8.5 eV
Spin multiplicity = 1
SMILES = CC#CP(C(C)C)C(C)C

No. 3
Molecular formula: C9H18AlO17S2
Method: DFT, ωB97M-V with the def2-TZVPD basis set

Last column: Mulliken charge in e.
CARTESIAN COORDINATES (ANGSTROEM)
S1 0.182 -1.345 -5.218  1.262
S2 -0.390 -1.695 5.858  1.290
Al1 -0.958 -2.303 0.021  0.988
O1 0.037 -2.816 5.088  -0.601
O2 -6.151 2.682 -1.556  -0.316
O3 -1.191 -1.140 -4.735  -0.561
O4 0.482 -2.745 -4.896  -0.540
O5 0.403 -1.031 -6.595  -0.656
O6 1.016 -0.596 -4.331  -0.532
O7 0.629 5.302 -0.361  -0.295
O8 -1.076 -0.896 4.912  -0.564
O9 -5.477 0.894 -0.289  -0.606
O10 5.881 -5.716 0.577  -0.285
O11 4.127 -4.865 -0.538  -0.585
O12 0.880 4.963 1.744  -0.300
O13 -0.043 3.272 0.465  -0.567
O14 0.637 -0.868 6.500  -0.544
O15 -1.194 -2.097 7.033  -0.544
O16 -6.117 2.908 0.616  -0.310
O17 6.282 -5.116 -1.433  -0.296
C1 -5.835 2.124 -2.836  -0.583
C2 0.445 4.381 0.614  0.793
C3 5.290 -5.310 -0.468  0.795
C4 0.377 4.923 -1.669  -0.706
C5 0.663 4.324 2.971  -0.586
C6 -5.605 2.569 1.926  -0.573
C7 5.878 -4.979 -2.802  -0.610
C8 5.244 -5.658 1.805  -0.618
C9 -5.958 2.042 -0.398  0.814
H1 -0.557 4.364 -1.724  0.291
H2 5.770 -6.004 -3.158  0.253
H3 -6.081 2.878 -3.584  0.221
H4 1.157 4.901 3.754  0.203
H5 4.930 -4.442 -2.831  0.335
H6 6.010 -5.841 2.559  0.205
H7 4.489 -6.443 1.824  0.281
H8 -6.329 1.156 -2.922  0.281
H9 -0.401 4.220 3.181  0.270
H10 6.598 -4.386 -3.366  0.205
H11 4.900 -4.630 1.926  0.322
H12 -5.745 1.522 2.197  0.300
H13 1.108 4.250 -2.117  0.311
H14 -4.748 2.126 -2.909  0.294
H15 0.077 5.745 -2.319  0.283
H16 1.056 3.309 2.910  0.304
H17 -6.139 3.230 2.609  0.221
H18 -4.550 2.839 1.965  0.260

Values from the calculation:
Energy relative to the best compared isomer or geometry (same formula, charge and spin) = 534.5 kJ/mol
Gap between HOMO and LUMO = 1.32 eV
Net charge = -1
E_HOMO = -4.2 eV
Spin multiplicity = 1

No. 4
Molecular formula: C9H18BF4LiO5
Method: DFT, ωB97M-V with the def2-TZVPD basis set

Last column: Mulliken charge in e.
CARTESIAN COORDINATES (ANGSTROEM)
F1 1.177 1.933 0.542  -0.489
F2 2.815 0.443 0.437  -0.438
F3 1.249 0.614 -1.328  -0.349
F4 2.924 2.203 -0.951  -0.357
O1 0.826 0.333 2.540  -0.397
O2 3.031 3.659 1.641  -0.591
O3 -1.463 1.225 -1.386  -0.450
O4 2.517 -2.336 0.623  -0.355
O5 -4.669 -3.224 -2.604  -0.516
C1 3.393 -3.528 0.700  -0.901
C2 -2.530 -2.126 -2.487  -0.306
C3 -2.262 0.122 -1.819  0.404
C4 -1.701 -1.071 -2.174  -0.243
C5 -0.543 0.144 3.020  -0.638
C6 -3.881 -2.047 -2.336  0.575
C7 -4.501 -0.788 -1.944  -0.527
C8 -3.676 0.237 -1.597  -0.588
C9 1.985 4.636 1.206  -0.520
B1 2.010 1.265 -0.333  0.639
Li1 2.549 -0.749 1.863  0.890
H1 -4.029 1.133 -1.050  0.345
H2 2.790 2.763 1.339  0.364
H3 0.698 1.129 1.962  0.240
H4 -1.034 1.159 3.444  0.253
H5 -2.230 -3.212 -2.571  0.254
H6 2.017 4.512 0.130  0.240
H7 -0.509 -1.048 -2.210  0.149
H8 2.362 5.629 1.446  0.275
H9 3.253 -4.016 1.476  0.431
H10 2.264 -2.447 -0.334  0.265
H11 -0.654 0.975 -1.354  0.292
H12 -1.381 -0.328 2.384  0.256
H13 -5.528 -0.733 -1.899  0.411
H14 0.914 4.559 1.572  0.206
H15 -5.557 -3.185 -2.455  0.277
H16 4.369 -3.163 0.780  0.340
H17 -0.451 -0.416 3.992  0.283
H18 3.469 -4.250 -0.267  0.274

Values from the calculation:
Energy relative to the best compared isomer or geometry (same formula, charge and spin) = 82.9 kJ/mol
Gap between HOMO and LUMO = 7.41 eV
Net charge = 0
E_HOMO = -8.0 eV
Spin multiplicity = 1

No. 5
Molecular formula: C9H18BrNOZr
Method: DFT, ωB97M-V with the def2-TZVPD basis set

Last column: Mulliken charge in e.
CARTESIAN COORDINATES (ANGSTROEM)
Zr1 1.785 1.280 -3.233  1.444
Br1 4.080 1.147 -2.136  -0.086
O1 0.691 1.080 -1.474  -0.433
N1 0.418 0.172 -0.604  0.863
C1 -0.983 -1.696 0.010  -1.306
C2 -0.945 -0.936 -2.305  -1.816
C3 0.818 0.537 0.783  1.258
C4 -0.903 -0.430 -0.844  1.440
C5 2.298 0.931 0.928  -1.741
C6 -0.689 -1.455 1.495  -0.689
C7 -2.145 0.457 -0.681  -1.304
C8 0.685 -0.778 1.592  -1.138
C9 -0.003 1.662 1.408  -1.488
H1 -1.051 1.429 1.576  0.248
H2 -0.656 -2.397 2.036  0.450
H3 2.525 1.731 0.226  0.387
H4 2.935 0.095 0.625  0.399
H5 -0.138 2.493 0.703  0.351
H6 -3.072 -0.084 -0.846  0.410
H7 0.752 -0.518 2.654  0.394
H8 1.532 -1.453 1.465  0.451
H9 2.489 1.104 1.980  0.452
H10 -2.266 0.948 0.278  0.263
H11 0.014 -1.408 -2.560  0.440
H12 -1.938 -2.205 -0.141  0.535
H13 -1.464 -0.809 1.911  0.295
H14 -1.056 -0.136 -3.054  0.233
H15 -0.318 -2.528 -0.255  0.404
H16 -2.008 1.277 -1.391  0.403
H17 0.392 2.103 2.318  0.460
H18 -1.780 -1.610 -2.466  0.422

Values from the calculation:
Energy relative to the best compared isomer or geometry (same formula, charge and spin) = 43.1 kJ/mol
Gap between HOMO and LUMO = 5.66 eV
Net charge = +2
E_HOMO = -16.5 eV
Spin multiplicity = 1

No. 6
Molecular formula: C9H18Cl2LuO
Method: DFT, ωB97M-V with the def2-TZVPD basis set

Last column: Mulliken charge in e.
CARTESIAN COORDINATES (ANGSTROEM)
Lu1 -0.868 0.329 0.124  0.403
Cl1 -0.925 1.947 1.982  -0.633
Cl2 -1.951 -1.448 -1.217  -0.647
O1 -0.127 -1.387 1.576  -0.482
C1 -1.075 -1.514 2.662  -0.132
C2 1.523 3.659 -1.890  -0.808
C3 2.269 1.342 -1.662  -0.682
C4 0.995 1.007 -0.862  -0.194
C5 -1.136 -2.954 3.071  -1.265
C6 2.647 2.784 -1.267  -0.726
C7 -1.804 1.740 -1.174  -1.114
C8 -0.259 1.719 -1.509  1.055
C9 0.156 3.248 -1.333  -0.670
H1 -2.144 2.629 -0.656  0.292
H2 3.091 0.653 -1.280  0.285
H3 -0.176 -3.301 3.453  0.377
H4 1.483 3.512 -2.983  0.357
H5 -0.593 4.010 -1.712  0.362
H6 1.083 -0.237 -0.518  -0.100
H7 2.349 1.383 -2.843  0.253
H8 -0.287 1.502 -2.726  -0.010
H9 -0.781 -0.812 3.437  0.351
H10 3.632 3.128 -1.609  0.347
H11 0.743 -1.786 1.908  0.285
H12 0.188 3.346 -0.226  0.165
H13 -1.900 -3.038 3.835  0.365
H14 2.682 2.834 -0.172  0.297
H15 -2.426 1.214 -1.927  0.279
H16 1.661 4.756 -1.684  0.364
H17 -2.053 -1.178 2.286  0.317
H18 -1.405 -3.571 2.217  0.306

Values from the calculation:
Energy relative to the best compared isomer or geometry (same formula, charge and spin) = 85.9 kJ/mol
Gap between HOMO and LUMO = 5.81 eV
Net charge = -1
E_HOMO = -3.0 eV
Spin multiplicity = 1

No. 7
Molecular formula: C9H18Cl2N
Method: DFT, ωB97M-V with the def2-TZVPD basis set

Last column: Mulliken charge in e.
CARTESIAN COORDINATES (ANGSTROEM)
Cl1 -4.047 -0.824 -0.121  -0.106
Cl2 -2.965 1.917 -0.244  -0.083
N1 -0.136 0.589 -0.216  0.315
C1 0.966 0.599 -1.219  -0.491
C2 -0.840 -0.713 -0.226  0.146
C3 0.679 2.594 0.794  -1.299
C4 -0.690 -1.614 0.959  -0.146
C5 -3.002 0.417 0.538  -0.014
C6 0.194 1.144 1.101  -0.618
C7 -1.466 -1.277 -1.395  -1.615
C8 -0.999 -2.934 1.049  -1.014
C9 2.082 -0.322 -0.882  -0.948
H1 -0.096 -1.268 1.772  0.302
H2 0.083 3.166 0.095  0.365
H3 1.642 -1.244 -0.580  0.280
H4 1.342 1.544 -1.091  0.540
H5 -1.567 -0.565 -2.138  0.557
H6 -0.805 1.201 -0.724  0.397
H7 -0.602 1.041 1.717  0.666
H8 -1.199 -3.725 0.359  0.307
H9 0.679 0.279 -2.239  0.422
H10 -1.138 -3.378 2.073  0.262
H11 2.750 -0.681 -1.806  0.334
H12 0.994 0.496 1.594  0.377
H13 2.707 0.081 -0.063  0.277
H14 -3.010 0.328 1.669  0.384
H15 0.600 3.203 1.830  0.338
H16 -2.513 -1.664 -1.205  0.270
H17 -0.979 -2.206 -1.753  0.357
H18 1.696 2.565 0.428  0.439

Values from the calculation:
Energy relative to the best compared isomer or geometry (same formula, charge and spin) = 45.2 kJ/mol
Gap between HOMO and LUMO (spin up / spin down) = 7.61 / 7.70 eV
Net charge = +1
E_HOMO (spin up / spin down) = -11.7 / -11.9 eV
Spin multiplicity = 1